Entry from OMol25: a 8-piece molecular cluster, C38H82F6N8O13 overall in a non-equilibrium geometry (ωB97M-V with the def2-TZVPD basis set).

Each line ends with the Mulliken charge.
Geometry (Å):
C: 3.0538 6.4927 6.5347  -0.76
O: 2.8560 5.9098 5.2790  -0.29
C: 3.8637 5.0391 4.9509  -0.60
C: 3.6685 4.6943 3.4874  -0.83
N: 2.3290 4.1640 3.2351  0.37
H: 1.9108 2.6504 4.7931  -0.02
H: 1.6783 4.9445 3.4330  0.25
C: 2.1331 3.7032 1.8898  -0.90
C: 1.8969 4.8657 0.8692  -0.59
O: 0.6016 5.3594 1.0994  -0.26
C: 0.3088 6.6600 0.5958  -0.79
H: 2.3340 7.3190 6.5552  0.26
H: 4.0873 6.8393 6.6742  0.33
H: 2.7623 5.8621 7.3700  0.24
H: 3.8779 4.1200 5.5765  0.22
H: 4.8935 5.4823 5.0579  0.45
H: 4.3556 3.8450 3.3096  0.33
H: 3.9690 5.5374 2.9113  0.50
H: 1.1488 3.2029 1.8789  0.10
H: 2.9271 2.9822 1.5963  0.46
H: 1.9439 4.5425 -0.1777  0.37
H: 2.6633 5.6922 0.9045  0.35
H: 1.1141 7.4297 0.6910  0.31
H: -0.5141 6.9895 1.2283  0.25
H: 0.0822 6.5805 -0.4605  0.27
C: 0.4447 0.9983 -8.8158  -0.91
O: -0.0642 0.4131 -7.6537  -0.07
C: 0.2607 -0.8953 -7.4274  -0.55
C: 1.4557 -0.9985 -6.5347  -0.96
N: 1.2453 -0.2074 -5.2441  0.19
H: 0.9698 0.6361 -5.7478  0.13
H: -0.5265 -0.8179 -3.5782  -0.14
C: 2.5017 0.0501 -4.6019  -1.11
C: 2.2089 0.6108 -3.2266  0.16
O: 1.5145 1.8238 -3.2399  -0.41
C: 1.0902 2.2012 -1.8937  -0.17
H: 1.4315 1.4346 -8.6351  0.31
H: -0.1500 1.8406 -9.1327  0.26
H: 0.4604 0.3103 -9.6927  0.35
H: 0.4916 -1.6026 -8.2553  0.40
H: -0.4575 -1.4827 -6.8631  0.24
H: 2.3485 -0.5879 -7.0619  0.37
H: 1.6679 -2.0977 -6.3903  0.38
H: 3.1437 0.6853 -5.2379  0.45
H: 2.9753 -0.9362 -4.4360  0.27
H: 3.1411 0.7489 -2.6910  0.56
H: 1.6629 -0.2129 -2.7896  -0.15
H: 1.9209 2.2091 -1.1580  0.23
H: 0.3694 1.4620 -1.5463  -0.19
H: 0.6570 3.2110 -1.8737  0.28
C: 0.2116 -5.5316 1.7781  -0.53
O: 1.2151 -4.6843 2.2640  -0.39
C: 0.7044 -3.9826 3.3845  -0.32
C: 1.6691 -2.8738 3.6607  -0.72
N: 1.9976 -2.0938 2.3887  1.06
H: 2.5742 -2.6687 1.7058  0.55
H: 1.1260 -1.8524 1.9067  -0.78
C: 2.7664 -0.8379 2.6510  0.51
C: 4.1423 -1.2366 3.1319  -0.99
O: 4.7495 -2.2033 2.3534  -0.33
C: 5.7438 -2.9097 3.0779  -0.79
H: 0.6615 -6.1181 0.9944  0.32
H: -0.6214 -4.9455 1.3456  0.00
H: -0.0940 -6.2555 2.5338  0.36
H: 0.6548 -4.6448 4.2788  0.51
H: -0.2817 -3.5064 3.2305  0.00
H: 2.5991 -3.2237 4.1072  0.46
H: 1.2360 -2.1379 4.3584  0.31
H: 2.2181 -0.2370 3.3642  -0.38
H: 2.9053 -0.3464 1.6840  0.08
H: 4.0453 -1.6084 4.1723  0.51
H: 4.7625 -0.3215 3.2353  0.55
H: 6.5763 -3.0977 2.3867  0.30
H: 5.4233 -3.8718 3.5604  0.26
H: 6.1247 -2.3338 3.8906  0.37
C: -3.6133 0.2900 -7.3805  -0.92
C: -3.3431 1.6658 -6.7373  -0.67
N: -3.2256 1.4965 -5.2570  0.14
C: -2.0049 1.2937 -4.6203  -0.02
C: -2.2423 1.0441 -3.2957  -0.47
N: -3.6280 1.1021 -3.1800  0.27
C: -4.1683 1.4658 -4.3337  -0.09
C: -4.2643 1.0519 -1.8644  -0.88
H: -2.6995 -0.2709 -7.3781  0.10
H: -3.9096 0.5020 -8.3903  0.41
H: -4.5078 -0.2139 -6.9909  0.39
H: -3.9489 2.5200 -6.9560  0.51
H: -2.3473 2.1134 -6.9845  0.27
H: -1.1587 1.2337 -5.2458  0.38
H: -1.5880 0.8953 -2.4181  0.16
H: -5.2060 1.6620 -4.5436  0.46
H: -5.3655 1.1397 -1.9134  0.33
H: -3.7492 1.7901 -1.2688  0.42
H: -3.9949 0.1074 -1.3948  0.20
C: -3.7576 -5.1582 1.7295  -1.11
C: -4.0601 -4.2927 0.5080  0.21
N: -4.7807 -3.0586 0.9782  0.38
C: -6.0838 -2.9497 1.3515  -0.33
C: -6.2702 -1.6221 1.7503  -0.70
N: -5.0394 -1.0022 1.5353  0.37
C: -4.2000 -1.8863 1.0104  0.39
C: -4.8308 0.4401 1.7718  -0.76
H: -3.4360 -6.1086 1.3011  0.39
H: -4.6498 -5.3640 2.3310  0.44
H: -2.9898 -4.6825 2.3480  0.18
H: -4.6964 -4.8419 -0.1853  0.38
H: -3.1970 -3.9635 -0.0931  -0.53
H: -6.7232 -3.8263 1.3740  0.49
H: -7.1986 -1.1409 2.0680  0.43
H: -3.1808 -1.6864 0.6815  -0.22
H: -5.7470 0.9448 1.4182  0.37
H: -4.0909 0.7407 1.0449  0.18
H: -4.5652 0.5936 2.8088  0.28
N: -0.7533 -0.8701 0.4075  1.09
O: -1.6297 -0.3784 -0.1598  -0.70
O: 0.3536 -0.3741 0.3826  -0.67
O: -0.9197 -1.8952 1.0553  -0.39
C: 1.2315 1.2572 5.8237  -0.03
O: 0.2222 0.2992 5.3871  -0.35
O: 1.9386 1.7066 4.6831  -0.06
C: 0.4691 2.4213 6.5515  0.51
F: -0.1806 3.2992 5.7881  -0.20
F: -0.2532 1.9237 7.5663  -0.27
F: 1.4606 3.1434 7.1250  -0.24
C: -0.7701 0.7767 4.4230  0.19
C: -1.8363 -0.3570 4.4428  -0.52
H: -2.7225 -0.2535 3.8116  -0.25
H: -1.4332 -1.2859 4.0623  -0.10
H: -2.1430 -0.4232 5.4811  0.48
H: -0.3485 0.8891 3.4562  -0.01
H: -1.2992 1.7049 4.6759  0.45
H: 1.9113 0.8424 6.5797  0.40
C: -0.5004 -2.4974 -2.5700  1.54
O: 0.6718 -3.0821 -2.9784  -0.41
O: -1.0207 -1.6351 -3.6209  -0.41
C: -1.5558 -3.5294 -2.4391  0.47
F: -2.8252 -3.0398 -2.1934  -0.29
F: -1.6655 -4.2529 -3.5069  -0.26
F: -1.3355 -4.3527 -1.4019  -0.26
C: 1.4181 -3.4757 -1.7830  0.76
C: 2.7424 -3.9133 -2.3151  -1.56
H: 2.6972 -4.8578 -2.8544  0.38
H: 3.1845 -3.1351 -2.9332  0.27
H: 3.4385 -4.1387 -1.5332  0.44
H: 0.9746 -4.3214 -1.1617  0.06
H: 1.4900 -2.5602 -1.1384  -0.07
H: -0.3676 -1.8395 -1.6928  -0.70

As for the LUMO energy: -3.73 eV. The charge is +2. The calculation puts the largest force on an atom at 8.1 eV Å⁻¹. The orbital gap is 0.314 Ha. The value obtained for the HOMO energy is -12.260 eV. The calculation puts the total energy at -95557.94526 eV.



Entry from OMol25: a 2-piece molecular cluster, C14H16 overall in a non-equilibrium geometry (ωB97M-V with the def2-TZVPD basis set).

Each line ends with the Mulliken charge.
Geometry (Å):
C: 2.0213 2.3312 1.9734  -1.44
C: 1.4906 2.2399 0.5675  1.27
C: 2.2668 2.9975 -0.4464  -0.51
C: 1.7957 3.0393 -1.7909  -0.45
C: 0.5013 2.4856 -2.0465  -0.56
C: -0.1877 1.7650 -1.0399  -0.29
C: 0.2430 1.7189 0.2623  -0.71
H: 3.1027 2.1775 2.1322  0.36
H: 1.6546 1.4270 2.4059  0.36
H: 1.7604 3.2575 2.5729  0.27
H: 3.1718 3.7355 -0.1814  0.19
H: 2.3243 3.5249 -2.5889  0.40
H: 0.0497 2.6386 -3.0265  0.36
H: -1.1007 1.3442 -1.3583  0.43
H: -0.4308 1.1848 1.0369  0.33
C: -2.8287 -2.3954 1.7125  -1.34
C: -1.6638 -2.5325 0.7152  0.47
C: -1.7210 -3.4362 -0.3203  -0.41
C: -0.9336 -3.2705 -1.4049  -0.31
C: 0.2053 -2.4299 -1.3954  -0.59
C: 0.3028 -1.4650 -0.3296  -0.16
C: -0.6366 -1.6069 0.6745  -0.13
H: -3.6680 -3.0674 1.8042  0.39
H: -3.4825 -1.5369 1.4397  0.29
H: -2.3404 -2.1279 2.6431  0.30
H: -2.5519 -4.1546 -0.4508  0.31
H: -1.0646 -3.8052 -2.4561  0.20
H: 0.8449 -2.3579 -2.2713  0.37
H: 1.2419 -0.6762 -0.3668  0.20
H: -0.3669 -1.0048 1.5337  0.40

As for the LUMO energy: 0.93 eV. The calculation puts the largest force on an atom at 5.1 eV Å⁻¹. The orbital gap is 0.356 Ha. The value obtained for the HOMO energy is -8.763 eV. The calculation puts the total energy at -14775.17176 eV. As for the SMILES: Cc1ccccc1.Cc1ccccc1.



Entry from OMol25: C4H10OSi2 as an isolated structure in a non-equilibrium geometry (ωB97M-V with the def2-TZVPD basis set).

Each line ends with the Löwdin spin population.
Geometry (Å):
C: -1.5971 -1.7892 0.2679  0.01
C: -1.3577 0.9910 -2.1080  0.48
C: -0.6157 -1.3694 -0.4725  0.01
C: -0.3031 1.4424 -1.4612  0.37
O: 2.4191 -0.4795 -1.2034  0.50
Si: 1.3128 0.6666 2.0585  0.16
Si: 0.5409 0.2297 -0.1903  0.31
H: -2.3269 -2.5158 0.0238  0.00
H: -1.7870 -1.4281 1.2425  0.00
H: -1.6092 1.3275 -3.1129  0.04
H: -1.8204 -0.0147 -1.8804  0.03
H: -0.3728 -1.8018 -1.3754  0.00
H: 0.1718 2.4101 -1.5936  0.02
H: 2.9782 0.2548 -1.2643  0.01
H: 0.5602 0.0646 3.3147  0.03
H: 2.7645 0.0655 2.1688  0.01
H: 1.2862 2.1623 2.3406  0.01

As for the spin multiplicity: 3. As for the LUMO energy (alpha / beta): 0.28 / -4.38 eV. The calculation puts the largest force on an atom at 6.0 eV Å⁻¹. The orbital gap (alpha / beta) is 0.213 / 0.166 Ha. The value obtained for the HOMO energy (alpha / beta) is -5.505 / -8.903 eV. The calculation puts the total energy at -22104.68702 eV.



Entry from OMol25: a 2-piece molecular cluster, C2H3BrN2O overall in a non-equilibrium geometry (ωB97M-V with the def2-TZVPD basis set).

Each line ends with the Mulliken charge.
Geometry (Å):
H: 1.7857 0.7706 -0.1877  0.20
N: 0.7670 0.5659 -0.1126  -0.21
N: 0.4278 -0.4622 0.4230  -0.18
H: 1.1584 -1.1026 0.7978  0.20
O: -3.1432 2.9161 0.1234  -0.33
C: -3.0110 1.7860 -0.0971  0.75
C: -2.9181 0.5442 -0.4598  -0.63
Br: -4.3086 -0.6561 0.0451  -0.11
H: -2.0018 0.0810 -0.7770  0.32

As for the LUMO energy: 0.22 eV. The calculation puts the largest force on an atom at 1.9 eV Å⁻¹. The orbital gap is 0.330 Ha. The value obtained for the HOMO energy is -8.778 eV. The calculation puts the total energy at -77189.47891 eV. As for the SMILES: [H]/N=N\[H].O=C=CBr.